[1]
90
Properties=species:S:1:pos:R:3:forces:R:3:mulliken_charge:R:1 method="wB97M-V/def2-TZVPD" orbital_gap_ha="0.190 / 0.190" total_charge=0 total_energy_ev=-412505.3683
Sb 10.21148 7.21879 11.75098 0.709 -1.057 -1.235 0.5013
Se 7.58897 4.71227 11.32600 -0.429 -1.050 -0.052 -0.1335
Se 8.82342 3.51665 12.98727 1.535 1.469 0.685 0.1581
Se 11.87514 5.65257 10.84608 -1.663 1.264 0.682 -0.2803
Se 7.82889 6.86876 10.48917 1.322 0.448 0.705 -0.3849
As 12.91943 7.36756 14.21660 0.687 0.994 -0.655 1.0060
Ti 10.96787 4.46764 14.33980 0.103 -0.404 -0.933 -0.8552
S 13.65774 3.75355 14.28696 -0.421 -1.477 -0.748 1.2385
O 11.73186 6.10054 14.27543 -1.248 0.897 0.456 0.2700
O 13.36256 7.93660 15.81907 -0.119 -1.013 -0.396 -0.6386
O 14.51433 2.62784 14.44619 0.114 0.076 0.047 -0.6837
O 13.02557 4.27533 15.48105 -0.650 0.563 1.197 -0.4306
O 12.55234 8.71199 13.31162 -0.067 -1.587 0.794 -0.7466
O 12.46709 3.46249 13.37254 -0.570 0.011 0.693 -0.8498
N 8.94846 3.08900 16.78740 0.012 0.453 0.366 0.8304
N 9.24495 5.29825 17.11447 0.227 -0.573 -0.101 0.8535
C 7.74525 1.54359 15.33610 0.539 -0.310 -0.496 0.1243
C 10.17676 0.13437 15.25657 0.056 -0.906 -0.280 -1.2150
C 15.90182 5.13152 11.39556 -0.334 0.344 0.956 -0.7551
C 7.06891 7.96727 14.45401 0.244 0.130 0.160 -2.0787
C 9.22403 -0.07519 14.25926 -0.521 0.183 0.099 -1.3768
C 11.18514 6.29097 19.06920 -0.263 0.310 -0.357 1.2363
C 10.18685 0.46815 18.83790 -0.372 0.920 -0.141 -1.5504
C 14.52275 4.96561 13.37852 -0.015 -0.712 -0.658 0.7244
C 10.91665 0.90179 17.54398 -0.123 0.133 -0.197 0.7249
C 8.38038 4.79529 18.06608 -0.068 0.051 0.516 -1.3946
C 9.96633 0.98573 16.32045 -0.001 0.287 -0.103 -0.1108
C 15.88223 6.50562 11.56705 0.596 0.125 -0.448 -0.5797
C 5.41626 1.99942 16.40280 0.349 0.272 0.553 -1.5367
C 14.36695 6.33747 13.44340 -0.097 0.287 0.091 -0.1078
C 10.51026 7.15301 17.99445 0.285 -0.090 0.544 0.5905
C 15.23313 4.36169 12.32934 0.189 0.485 0.265 -0.9229
C 10.38867 9.27537 16.85727 -0.269 -0.464 0.720 -1.8421
C 9.30537 8.80877 16.12119 0.069 0.567 -0.425 -0.4329
C 15.11314 7.08110 12.55093 -0.328 1.218 -0.215 -0.7530
C 8.20340 3.48054 17.88556 -0.138 0.326 -0.174 -0.7988
C 12.63392 6.10776 18.69722 0.561 -0.545 -0.157 -1.2925
C 11.85006 2.07854 17.83903 -0.139 0.052 -0.294 -1.0822
C 9.54822 6.67282 17.11192 -0.141 0.481 0.086 -0.0996
C 7.59319 7.00933 15.50096 -0.050 -0.248 -0.117 2.4649
C 5.68970 2.22647 14.00701 -0.508 -0.576 -0.500 -1.8847
C 11.08571 6.90450 20.45659 -0.394 0.138 0.787 -1.7646
C 6.36756 6.60330 16.34508 0.682 0.176 0.772 -1.4608
C 8.81785 7.52346 16.26325 -0.093 -0.441 0.030 0.0371
C 8.83977 1.82285 16.18292 -0.045 -0.239 -0.023 0.6587
C 6.45400 2.37277 15.31211 -0.293 -0.234 0.187 2.5172
C 10.91127 8.47284 17.87658 -0.197 0.777 -1.004 -0.5118
C 7.97800 0.55320 14.35795 0.458 -0.243 0.405 -0.5318
B 9.69691 4.22537 16.26597 -0.430 -0.196 -0.067 3.1840
H 7.53555 2.83558 18.41851 0.061 -0.305 0.094 0.6997
H 7.91145 6.10780 15.00042 0.195 -0.525 -0.346 -1.0156
H 11.58084 0.06729 17.29915 -0.074 -0.020 -0.102 0.5900
H 15.27095 3.29036 12.25408 -0.054 -0.216 0.116 0.4462
H 10.67878 5.32799 19.09498 0.080 -0.138 -0.011 -0.1187
H 7.82778 8.32885 13.77612 0.310 0.153 -0.231 0.3239
H 5.32068 1.18016 13.89486 0.159 0.671 0.062 0.4129
H 16.43415 4.64531 10.61438 0.363 -0.130 -0.570 0.4687
H 9.67315 1.33662 19.33292 0.476 -0.698 -0.422 0.1884
H 10.74085 10.28338 16.68490 0.078 0.037 0.101 0.4459
H 11.67648 8.87272 18.52087 0.152 0.012 0.140 0.4631
H 5.81671 2.07227 17.42170 -0.016 -0.014 -0.235 0.2244
H 12.59392 2.20753 17.05959 0.111 -0.012 -0.169 0.0733
H 12.37619 1.87602 18.76601 0.147 -0.002 0.195 0.5693
H 8.86501 9.47676 15.38902 -0.071 -0.047 0.106 0.4296
H 7.96204 5.44069 18.81242 -0.113 0.106 0.182 0.4375
H 6.65387 8.80776 14.99427 -0.311 0.484 -0.164 0.4361
H 9.42086 -0.75525 13.42466 -0.022 0.250 0.375 0.3846
H 10.92852 0.05165 19.53194 -0.298 0.092 -0.079 0.4782
H 11.33741 3.03138 17.94081 -0.192 0.035 0.147 0.0438
H 13.13336 7.06337 18.57789 0.141 0.192 0.174 0.3337
H 14.98138 8.16754 12.52534 0.131 -0.350 0.159 0.3852
H 6.52529 5.69448 16.91552 0.149 0.014 0.168 0.1776
H 5.52893 6.38964 15.70912 -0.408 0.096 -0.482 0.5240
H 6.29846 7.49459 13.85497 -0.155 -0.045 -0.019 0.4221
H 4.53459 2.67197 16.36326 0.495 -0.381 -0.147 0.4097
H 13.23634 8.89199 15.82473 -0.230 0.202 -0.070 0.2754
H 11.48964 7.91568 20.53090 0.120 0.016 -0.268 0.2896
H 10.03926 6.98637 20.77657 0.137 -0.107 0.012 0.4024
H 11.10565 -0.41912 15.23228 0.054 -0.180 -0.054 0.4520
H 7.21996 0.30625 13.62577 0.034 0.104 0.066 0.2657
H 12.74246 5.60224 17.74667 -0.043 -0.195 -0.347 0.0896
H 5.08535 0.96750 16.26916 -0.063 0.045 -0.072 0.4058
H 6.73330 3.41941 15.43859 0.081 0.128 0.067 -1.1792
H 4.80641 2.87478 13.99773 0.152 -0.069 0.107 0.3960
H 16.45676 7.17286 10.93185 -0.125 -0.210 -0.128 0.3951
H 6.26909 2.46513 13.12053 0.124 0.007 -0.027 0.3404
H 13.16751 5.50036 19.43379 -0.024 0.144 0.065 0.4384
H 11.63441 6.31645 21.21660 -0.296 0.049 -0.461 0.4202
H 9.42712 -0.27469 18.60161 0.005 -0.157 0.158 0.3867
H 6.09115 7.40748 17.03860 -0.023 -0.103 -0.109 0.3545



[2]
42
Properties=species:S:1:pos:R:3:forces:R:3:mulliken_charge:R:1 method="wB97M-V/def2-TZVPD" orbital_gap_ha=0.299 relative_energy_ev=8.619 total_charge=0 total_energy_ev=-25365.9023
O -2.93651 -1.23940 2.24269 -2.600 -6.123 -5.259 -0.6042
O -2.54740 -2.46088 0.22888 -0.850 1.157 0.422 -0.5089
O -0.28900 -1.70983 -2.14778 1.018 0.462 0.106 -0.6755
N 6.20777 0.05130 -0.14309 -2.814 -3.116 2.047 -0.7500
N 4.18996 -1.44414 0.25921 1.280 0.677 0.434 -0.3717
N -1.77103 -0.35730 -1.07363 4.510 0.109 -1.055 0.0373
N 1.70003 -1.69387 -0.43190 -5.101 -2.225 0.789 -0.5482
N 3.83182 0.65661 -0.54811 3.037 0.983 1.100 -0.4092
C 1.89175 0.82439 1.08772 0.272 -1.630 -0.854 -0.5603
C 4.86624 -0.30217 -0.10745 2.142 -1.163 1.175 0.1244
C 3.26369 1.43279 0.66855 -1.089 -0.053 -0.689 -0.8070
C -3.47165 2.27448 -0.62618 -4.481 -0.055 0.862 -1.3647
C -0.47009 -0.99807 -1.18078 -4.941 0.629 0.605 0.0625
C -2.67166 -1.37723 0.72906 0.658 0.457 4.725 0.4715
C -2.30376 -0.01200 0.17515 -0.595 -0.773 -1.618 0.2376
C 1.09212 0.66108 -0.18141 -1.631 -0.075 0.145 -0.4335
C 0.49055 -0.76714 -0.01711 2.409 0.338 -4.877 -0.8629
C -4.80375 0.24850 -0.44600 1.005 0.731 -3.583 -1.1798
C -3.51505 0.92486 0.03977 -0.324 -0.700 2.456 -0.0622
H -2.40720 -0.52121 -1.79877 -0.672 -0.572 -1.241 0.3003
H 0.16022 -0.84331 0.97438 -0.783 -0.812 1.132 0.4843
H 0.32064 1.40763 -0.13508 -0.632 0.458 -0.864 0.6323
H -3.61594 1.21911 1.11631 -0.577 -0.387 -0.624 0.1883
H 3.09713 -1.27210 -0.04034 2.084 -2.021 0.721 0.5041
H -2.81936 2.92175 -0.16459 1.442 1.610 1.088 0.4069
H -3.39078 2.38893 -1.67671 0.131 -0.469 -1.104 0.3449
H 6.83932 -0.74740 0.41979 -2.389 2.352 -2.169 0.1953
H 1.71055 0.67959 -1.10605 -0.598 0.202 0.749 0.3620
H 4.61784 1.21047 -0.92106 -1.276 1.331 -0.543 0.4164
H 1.25875 -1.95727 -1.48162 1.796 0.131 2.953 0.3977
H 3.81441 1.20880 1.54456 1.550 0.694 0.645 0.3902
H -4.69102 2.59995 -0.33372 3.873 0.098 -0.982 0.2498
H -3.49486 -2.39799 2.04215 2.391 4.784 1.984 0.4109
H -5.42629 1.15403 -0.64145 -0.668 -1.702 0.567 0.2955
H 1.26926 1.28871 1.98647 1.697 -0.948 -1.888 0.2671
H 2.01262 -0.33151 1.12501 1.118 2.339 2.165 0.3252
H -5.19264 -0.64491 -0.04164 -0.699 -0.409 1.634 0.4451
H -4.66600 -0.18371 -1.51468 0.225 1.002 1.126 0.2980
H 1.45495 -2.56314 0.25651 1.204 2.019 -2.544 0.3218
H 3.14605 2.54116 0.39346 0.454 -1.663 0.530 0.3617
H -1.46676 0.37336 0.72324 -0.145 0.559 0.984 0.4193
H 4.71509 -2.24293 0.74622 -1.431 1.774 -1.250 0.1876



[3]
16
Properties=species:S:1:pos:R:3:forces:R:3:mulliken_charge:R:1 method="wB97M-V/def2-TZVPD" orbital_gap_ha=0.391 relative_energy_ev=1.838 total_charge=0 smiles="C[C@@H](O)CNC=O" total_energy_ev=-9878.2229
O -1.32390 -3.26509 -0.47716 0.834 -0.959 -0.701 -0.6409
O -0.08664 0.76908 -1.49509 -0.197 -0.184 -0.103 -0.5408
N -0.71533 -1.37337 0.32082 -0.321 -0.572 -0.213 -0.1772
C 0.12987 -0.22701 0.69699 -0.227 -0.120 0.017 -0.6596
C -0.20250 1.03320 -0.11242 -0.056 0.063 0.340 0.4582
C -0.37606 -2.49187 -0.32879 -0.191 -0.558 -0.258 0.0405
C 0.73451 2.18828 0.20388 0.002 -0.036 0.041 -1.3372
H 0.69180 2.45384 1.26522 -0.005 -0.051 -0.136 0.3732
H 1.76680 1.92605 -0.05339 -0.149 -0.007 0.039 0.3591
H 1.18456 -0.48420 0.49679 -0.440 -0.164 -0.013 0.2983
H -0.69875 0.04729 -1.69263 0.110 0.087 -0.103 0.3304
H 0.05345 -0.01607 1.77034 -0.124 -0.089 -0.162 0.3213
H -1.71400 -1.80277 0.38548 0.628 2.654 1.206 0.2875
H 0.45381 3.06692 -0.38527 0.028 -0.168 0.103 0.3219
H 0.64110 -2.68361 -0.68651 0.019 0.102 0.047 0.3553
H -1.23505 1.32508 0.13887 0.089 0.003 -0.105 0.2102



[4]
62
Properties=species:S:1:pos:R:3:forces:R:3:mulliken_charge:R:1 method="wB97M-V/def2-TZVPD" orbital_gap_ha=0.365 relative_energy_ev=2.021 total_charge=0 smiles="CC(N)=O.CC(N)=O.CC(C)O.CC(C)O.CC(C)O.ClCCCl" total_energy_ev=-54433.1335
Cl -3.28496 -1.27191 7.50479 -0.116 0.394 0.030 -0.1636
Cl -2.07441 -1.91122 10.43035 0.507 -0.213 0.356 -0.1746
O 1.72078 0.68000 -1.04551 -0.834 0.629 0.787 -0.5231
O -0.86075 4.33959 7.16950 -1.107 1.401 1.150 -0.5519
O -6.74168 -4.88055 -2.77142 -0.481 -1.286 0.819 -0.6184
O 6.89859 1.90915 -2.66339 2.126 -0.960 -0.703 -0.6364
O -0.81420 -0.54073 -5.46627 -1.086 -1.232 0.352 -0.5587
N 8.99693 1.80046 -3.54271 0.918 -0.197 -0.279 -0.3713
N -4.95484 -3.82178 -3.48964 3.155 0.878 -0.205 -0.3398
C 1.22953 3.38769 6.88054 0.873 -0.742 -0.286 -1.2119
C -3.76272 -2.25706 10.05642 -0.812 1.339 0.020 -0.3941
C -0.33769 -0.72902 -6.79405 0.812 1.409 -0.038 0.6762
C -3.89474 -2.54554 8.57052 0.450 -1.269 0.143 -0.4575
C 0.05218 4.65351 5.00514 -0.753 -0.162 -0.885 -1.2583
C 1.29870 0.56672 0.35401 -0.715 -1.207 -2.025 0.4465
C 2.15865 -0.47005 0.95288 0.501 -0.782 1.339 -1.2292
C -1.43382 -1.32563 -7.63597 -1.320 0.476 0.458 -1.3086
C -0.21967 0.12951 0.39162 1.504 1.189 0.050 -1.2153
C 0.15849 0.68475 -7.20755 0.353 -0.521 -0.704 -1.2934
C -6.93468 -3.70434 -4.81405 0.396 -0.127 -0.740 -0.8038
C 7.47868 -0.12151 -3.78045 1.154 0.224 0.288 -0.8575
C 7.80623 1.26819 -3.24673 -4.167 1.132 0.620 0.6446
C 0.33620 4.51100 6.48375 0.675 -0.270 -1.098 0.5360
C -6.18553 -4.21758 -3.61012 -3.294 0.496 -0.044 0.6138
H 0.89970 5.40821 6.73984 -0.789 0.505 0.699 0.2274
H 8.46070 -0.58846 -3.85585 -0.252 -0.795 -0.220 0.2980
H 1.58337 3.51081 7.90413 -0.391 -0.174 0.136 0.2815
H 2.60852 1.04022 -0.98424 0.189 0.041 -0.311 0.3054
H -1.76303 -2.26035 -7.18206 -0.128 0.065 0.197 0.2983
H 9.64173 1.28399 -4.12374 -0.049 0.261 0.232 0.1874
H 6.99666 -0.10945 -4.75801 0.164 0.348 -0.013 0.2398
H -0.50092 -0.04743 1.42974 -0.077 0.098 0.001 0.3671
H -4.15693 -3.00335 10.74616 0.267 -0.487 -0.511 0.3124
H 0.64660 2.47532 6.75456 0.315 -0.380 0.188 0.3284
H 3.23756 -0.32693 0.89320 0.036 0.685 0.013 0.3761
H -0.43800 -0.77405 -0.17760 0.297 0.142 -0.148 0.3398
H -4.58021 -3.13638 -4.12992 0.256 -0.380 0.268 0.1795
H -2.24272 -0.59641 -7.59094 -0.457 -0.229 -0.172 0.3153
H 1.14107 0.87171 -6.77433 0.225 -0.145 -0.214 0.3604
H -6.20037 -3.22195 -5.45917 -0.359 0.043 -0.450 0.2739
H -4.88258 -2.82679 8.20560 -0.093 0.230 0.445 0.3282
H 9.21390 2.75181 -3.28205 -0.178 -0.221 -0.031 0.2372
H -0.23924 -0.02634 -4.89493 0.379 -0.007 -0.416 0.3065
H -4.29229 -1.35014 10.34821 -0.086 0.100 -0.282 0.2706
H 0.93684 4.72936 4.37290 0.036 0.124 0.104 0.3427
H 0.43591 -1.49554 -6.83972 0.744 0.363 0.363 0.1453
H 2.14088 3.31039 6.28760 -0.059 0.006 -0.287 0.3365
H -1.21088 3.44865 7.09710 0.344 -0.121 -0.239 0.3418
H -4.37643 -4.27216 -2.79487 -0.030 0.376 -0.037 0.2253
H 6.81380 -0.66584 -3.10983 0.266 0.203 0.118 0.2583
H -0.43549 1.52730 -6.85345 -0.607 -0.470 0.212 0.3575
H -0.59656 3.88178 4.59082 0.373 -0.869 0.233 0.2975
H -7.77118 -3.02531 -4.64886 0.245 -0.016 0.563 0.2423
H -7.36371 -4.57800 -5.30472 0.133 0.033 -0.178 0.2278
H -0.63314 5.47847 4.81052 0.481 0.671 0.286 0.3310
H 2.04756 -1.46898 0.53111 -0.628 0.008 0.095 0.2938
H -3.23441 -3.39417 8.39194 -0.113 -0.087 -0.206 0.2782
H 1.45721 1.49385 0.90484 -0.282 0.321 -0.227 0.2186
H -0.76152 0.99073 0.00072 -0.392 -0.272 -0.014 0.2971
H -1.26852 -1.57257 -8.68468 0.723 0.386 0.087 0.3663
H 0.19364 0.80739 -8.29006 0.352 -0.108 -0.093 0.3339
H 1.85717 -0.40285 1.99820 0.409 -0.846 0.407 0.3235